## w
ORCA calculation (wB97M-V/def2-TZVPD) on a cluster of 3 separate species, C4H14NO3 in total.

Highest occupied orbital energy   -3.7 eV
Net charge   -1
LUMO energy   3.885 eV
Gap between HOMO and LUMO   7.6 eV

Positions of all 22 atoms, in Å:
C -0.01 2.63 1.15
N -0.96 1.44 1.04
C -0.61 0.90 -0.34
C -1.52 -0.30 -0.67
C -1.07 -1.67 0.05
O 0.22 -1.90 -0.06
H -0.37 3.53 0.48
H 1.08 2.36 1.10
H 0.06 3.01 2.17
H -0.81 0.89 1.79
H 0.44 0.77 -0.51
H -0.91 1.74 -1.05
H -2.51 -0.18 -0.43
H -1.56 -0.52 -1.79
H -1.41 -1.67 1.07
H -1.71 -2.47 -0.53
H 2.85 -1.20 1.06
H 1.39 -0.88 0.47
O 2.39 -0.49 0.79
H 1.30 -1.27 -2.10
H 1.91 -2.62 -1.35
O 1.80 -2.10 -2.33

---

## x
ORCA calculation (wB97M-V/def2-TZVPD) on a cluster of 3 separate species, C4H14NO3 in total.

Highest occupied orbital energy   -3.7 eV
Net charge   -1
LUMO energy   3.813 eV
Gap between HOMO and LUMO   7.5 eV

Positions of all 22 atoms, in Å:
C -0.15 -0.55 0.42
N -0.84 -1.66 -0.20
C 0.08 -2.39 -1.16
O 0.42 -1.69 -2.27
C -0.81 -0.06 1.73
C -1.40 1.34 1.61
H -0.09 0.32 -0.25
H 0.85 -0.87 0.67
H -1.57 -1.36 -0.82
H -0.56 -3.25 -1.45
H 0.92 -2.73 -0.52
H -1.62 -0.78 1.94
H -0.18 -0.22 2.61
H -0.73 1.96 1.01
H -1.48 1.95 2.52
H -2.40 1.31 1.19
H 1.77 3.15 -1.15
H 0.85 2.41 -0.21
O 1.03 3.30 -0.53
H 1.28 -0.49 -1.92
H 2.70 -0.05 -1.40
O 1.92 0.34 -1.80

---

The structure shown above that is least stable: w.